1.
Entry from the Open Molecules 2025 dataset: a molecular structure, C41H54N4O12PTi (ωB97M-V with the def2-TZVPD basis set).

* ⟨S²⟩: 0.754
* HOMO (alpha / beta): -6.6137 / -7.5052 eV
* orbital gap (alpha / beta): 6.735 / 7.567 eV
* M: 873.7 g/mol

```
! wB97M-V def2-TZVPD RIJCOSX def2/J DEFGRID3
* xyz 0 2
Ti -0.298 -0.976 0.719
C -0.908 2.415 -6.626
O -1.183 2.137 -5.266
C -2.437 2.407 -4.804
C -3.415 3.066 -5.523
C -4.671 3.272 -4.955
C -4.936 2.803 -3.687
C -3.956 2.130 -2.960
C -2.695 1.939 -3.499
N -1.624 1.272 -2.885
C -1.562 0.745 -1.613
N -2.143 1.504 -0.666
C -2.557 1.165 0.647
C -1.988 0.152 1.400
C -2.539 -0.036 2.680
C -3.557 0.753 3.181
C -4.095 1.783 2.412
C -3.594 1.979 1.141
O -4.032 2.962 0.284
C -5.180 3.695 0.659
N -0.936 -0.374 -1.374
C -0.481 -1.065 -2.549
C 0.809 -0.786 -3.003
C 1.331 -1.379 -4.138
C 0.547 -2.279 -4.846
C -0.729 -2.571 -4.409
C -1.262 -1.982 -3.261
O -2.532 -2.396 -2.990
C -3.226 -2.053 -1.801
H 0.097 2.045 -6.809
H -0.944 3.489 -6.823
H -1.615 1.897 -7.279
H -3.207 3.422 -6.521
H -5.434 3.793 -5.518
H -5.913 2.942 -3.242
H -4.195 1.757 -1.976
H -0.959 0.886 -3.541
H -2.469 2.402 -0.986
H -2.146 -0.807 3.334
H -3.934 0.584 4.182
H -4.884 2.409 2.802
H -4.969 4.350 1.509
H -6.006 3.026 0.913
H -5.448 4.301 -0.203
H 1.407 -0.100 -2.420
H 2.339 -1.146 -4.456
H 0.927 -2.765 -5.736
H -1.358 -3.275 -4.938
H -4.153 -2.623 -1.849
H -3.470 -0.991 -1.752
H -2.665 -2.343 -0.913
C 2.052 -0.734 7.066
O 1.128 -1.811 7.028
C 0.591 -2.135 5.833
C -0.382 -3.163 5.882
C -0.999 -3.547 4.731
C -0.692 -2.944 3.485
C -1.436 -3.249 2.299
C -2.452 -4.344 2.200
O -1.274 -2.558 1.261
C 0.312 -1.932 3.448
O 0.676 -1.381 2.336
C 0.941 -1.532 4.645
H 2.294 -0.586 8.114
H 1.608 0.176 6.657
H 2.959 -0.980 6.508
H -0.623 -3.607 6.837
H -1.761 -4.312 4.780
H -2.425 -5.065 3.011
H -2.299 -4.865 1.255
H -3.448 -3.899 2.164
H 1.679 -0.747 4.579
N 3.436 -4.508 0.577
C 2.116 -3.891 0.702
C 1.435 -3.795 -0.651
O 1.986 -4.548 -1.603
O 0.447 -3.138 -0.857
H 3.692 -5.004 1.419
H 4.146 -3.804 0.413
H 2.771 -4.961 -1.184
H 2.105 -2.898 1.151
H 1.478 -4.540 1.310
C 2.488 3.671 0.494
C 2.353 2.999 -0.864
C 0.961 3.194 -1.440
C 3.422 3.494 -1.824
O 2.599 1.566 -0.756
P 2.050 0.590 0.366
O 0.648 0.964 0.798
O 2.050 -0.816 -0.167
O 2.997 0.816 1.624
C 4.347 0.322 1.809
C 4.843 1.055 3.046
C 5.213 0.654 0.604
C 4.290 -1.177 2.044
H 2.329 4.745 0.377
H 3.484 3.515 0.909
H 1.749 3.291 1.200
H 0.769 4.258 -1.593
H 0.210 2.793 -0.761
H 0.873 2.690 -2.405
H 3.321 4.569 -1.977
H 3.328 2.994 -2.787
H 4.415 3.292 -1.421
H 4.775 2.133 2.894
H 5.882 0.797 3.255
H 4.239 0.791 3.915
H 5.243 1.730 0.432
H 4.847 0.172 -0.303
H 6.232 0.306 0.789
H 3.615 -1.414 2.867
H 5.288 -1.554 2.286
H 3.924 -1.670 1.146
*
```

2.
Entry from the Open Molecules 2025 dataset: a molecular structure, C41H55BN7S3SnTe (ωB97M-V with the def2-TZVPD basis set).

* HOMO: -9.5913 eV
* orbital gap: 6.465 eV
* M: 999.3 g/mol

```
! wB97M-V def2-TZVPD RIJCOSX def2/J DEFGRID3
* xyz 1 1
Sn -1.957 2.237 -1.396
C 1.058 -3.109 -3.917
C 1.408 -2.290 -2.717
C 2.631 -1.740 -2.567
C 2.924 -0.936 -1.424
N 2.056 -0.766 -0.488
N 0.823 -1.332 -0.594
B -0.026 -1.085 0.641
N 0.657 -0.364 1.787
N 1.667 -1.146 2.258
C 2.380 -0.729 3.250
C 2.162 0.568 3.810
C 1.118 1.321 3.408
C 0.820 2.652 4.015
C 0.240 0.785 2.385
S -1.197 1.535 1.999
C 3.428 -1.651 3.854
C 4.775 -0.917 3.948
C 2.955 -2.032 5.266
C 3.608 -2.921 3.026
N -1.551 -1.105 0.597
N -0.995 -2.208 1.115
C -1.646 -3.299 1.397
C -3.035 -3.244 1.141
C -3.628 -2.147 0.586
C -5.080 -2.156 0.245
C -2.825 -0.993 0.241
S -3.539 0.301 -0.590
C -0.879 -4.481 1.944
C 0.185 -4.876 0.906
C -1.811 -5.659 2.218
C -0.198 -4.051 3.251
C 0.411 -2.062 -1.685
S -1.118 -2.715 -1.854
C 4.289 -0.280 -1.278
C 5.313 -1.388 -0.978
C 4.675 0.424 -2.587
C 4.278 0.751 -0.148
H 1.916 -3.198 -4.581
H 0.224 -2.654 -4.454
H 0.720 -4.101 -3.617
H 3.390 -1.901 -3.321
H 2.832 0.936 4.577
H 1.630 2.960 4.675
H -0.107 2.602 4.587
H 0.669 3.406 3.242
H 4.770 -0.149 4.722
H 5.041 -0.448 2.999
H 5.558 -1.633 4.202
H 2.753 -1.153 5.879
H 3.726 -2.620 5.766
H 2.044 -2.634 5.219
H 4.038 -2.692 2.051
H 2.663 -3.434 2.864
H 4.284 -3.599 3.550
H -3.643 -4.109 1.362
H -5.574 -3.030 0.662
H -5.193 -2.164 -0.842
H -5.570 -1.249 0.599
H -0.273 -5.133 -0.051
H 0.740 -5.741 1.269
H 0.892 -4.059 0.744
H -2.276 -6.029 1.301
H -2.595 -5.395 2.931
H -1.234 -6.476 2.649
H 0.466 -3.205 3.083
H 0.389 -4.883 3.643
H -0.937 -3.771 4.005
H 5.449 -2.044 -1.840
H 4.995 -2.001 -0.135
H 6.280 -0.946 -0.737
H 4.862 -0.279 -3.399
H 5.591 0.994 -2.432
H 3.895 1.120 -2.904
H 3.870 0.323 0.767
H 3.661 1.611 -0.418
H 5.294 1.101 0.038
N -3.232 3.589 0.311
C -2.881 4.913 -0.082
C -2.196 5.750 0.788
C -1.792 7.009 0.373
C -2.071 7.432 -0.919
C -2.774 6.600 -1.775
C -3.193 5.332 -1.377
C -3.996 4.470 -2.289
C -5.045 5.058 -3.000
C -5.809 4.319 -3.889
C -5.534 2.972 -4.071
C -4.496 2.385 -3.359
C -3.709 3.106 -2.459
H -3.016 3.419 1.285
H -4.212 3.385 0.141
H -1.986 5.410 1.796
H -1.268 7.659 1.062
H -1.739 8.405 -1.256
H -2.991 6.929 -2.784
H -5.270 6.106 -2.842
H -6.619 4.790 -4.430
H -6.123 2.382 -4.762
H -4.325 1.320 -3.490
C -1.812 2.090 -5.540
Te -1.462 0.629 -4.022
C 0.631 1.037 -3.944
H -1.033 1.972 -6.290
H -1.809 3.096 -5.129
H -2.780 1.880 -5.987
H 0.780 2.075 -4.235
H 1.159 0.374 -4.622
H 0.987 0.895 -2.925
*
```

3.
Entry from the Open Molecules 2025 dataset: 9 unconnected molecules or ions with the total composition C41H57N5O4 (ωB97M-V with the def2-TZVPD basis set).

* HOMO: -9.2169 eV
* orbital gap: 9.761 eV
* structure (SMILES): c1ccncc1.c1ccncc1.c1ccncc1.c1ccncc1.c1ccncc1.C1CCOC1.C1CCOC1.C1CCOC1.C1CCOC1
* M: 683.9 g/mol

```
! wB97M-V def2-TZVPD RIJCOSX def2/J DEFGRID3
* xyz 0 1
C 33.598 -3.797 -30.150
C 34.474 -4.840 -29.897
C 33.954 -6.108 -29.711
N 32.660 -6.388 -29.851
C 31.835 -5.392 -30.157
C 32.254 -4.083 -30.316
H 33.981 -2.799 -30.327
H 35.533 -4.648 -29.805
H 34.601 -6.944 -29.459
H 30.793 -5.646 -30.332
H 31.539 -3.305 -30.542
C 35.618 0.028 -26.784
C 36.066 -0.317 -28.045
C 35.139 -0.538 -29.045
N 33.819 -0.483 -28.868
C 33.410 -0.083 -27.671
C 34.256 0.183 -26.608
H 36.304 0.221 -25.969
H 37.115 -0.420 -28.290
H 35.501 -0.836 -30.025
H 32.342 0.066 -27.541
H 33.817 0.390 -25.640
C 36.713 -3.867 -24.613
C 35.748 -3.311 -25.436
C 35.729 -3.688 -26.770
N 36.610 -4.515 -27.325
C 37.525 -5.035 -26.517
C 37.622 -4.752 -25.162
H 36.760 -3.612 -23.561
H 35.016 -2.613 -25.056
H 34.992 -3.255 -27.443
H 38.267 -5.684 -26.975
H 38.423 -5.190 -24.585
C 30.225 -8.679 -31.462
C 29.666 -9.106 -32.659
C 29.351 -10.450 -32.795
N 29.616 -11.360 -31.868
C 30.224 -10.945 -30.762
C 30.519 -9.619 -30.499
H 30.487 -7.637 -31.332
H 29.504 -8.416 -33.477
H 28.871 -10.810 -33.700
H 30.438 -11.728 -30.041
H 30.959 -9.346 -29.551
C 27.261 -5.125 -34.017
C 28.613 -4.867 -34.068
C 29.358 -5.058 -32.910
N 28.828 -5.465 -31.765
C 27.534 -5.753 -31.737
C 26.707 -5.584 -32.831
H 26.632 -4.977 -34.886
H 29.102 -4.520 -34.968
H 30.426 -4.862 -32.889
H 27.161 -6.112 -30.783
H 25.653 -5.827 -32.805
C 32.098 -9.313 -26.100
C 32.459 -8.413 -27.269
C 33.273 -9.340 -28.159
O 32.798 -10.663 -27.909
C 31.913 -10.667 -26.791
H 31.195 -9.020 -25.564
H 32.915 -9.380 -25.378
H 32.985 -7.502 -26.987
H 31.571 -8.069 -27.808
H 34.331 -9.266 -27.882
H 33.170 -9.100 -29.218
H 32.193 -11.499 -26.147
H 30.881 -10.765 -27.143
C 29.214 -2.696 -28.816
C 30.359 -1.730 -28.413
C 30.412 -0.745 -29.587
O 29.175 -0.871 -30.270
C 28.841 -2.246 -30.219
H 28.383 -2.650 -28.113
H 29.556 -3.735 -28.787
H 31.311 -2.241 -28.284
H 30.106 -1.206 -27.492
H 31.275 -0.928 -30.239
H 30.494 0.300 -29.280
H 29.392 -2.804 -30.985
H 27.776 -2.360 -30.426
C 38.421 -2.893 -32.521
C 37.756 -3.693 -31.405
C 37.950 -2.810 -30.169
O 37.918 -1.479 -30.657
C 38.273 -1.442 -32.041
H 37.939 -3.086 -33.476
H 39.481 -3.135 -32.610
H 38.121 -4.713 -31.289
H 36.683 -3.761 -31.603
H 38.900 -3.035 -29.669
H 37.120 -2.965 -29.481
H 39.212 -0.893 -32.151
H 37.497 -0.885 -32.572
C 38.410 -9.015 -28.520
C 37.409 -10.115 -28.870
C 36.817 -9.627 -30.185
O 37.026 -8.210 -30.229
C 37.676 -7.785 -29.028
H 39.366 -9.124 -29.030
H 38.590 -8.982 -27.444
H 36.679 -10.227 -28.064
H 37.848 -11.114 -28.935
H 35.758 -9.851 -30.298
H 37.385 -10.071 -31.008
H 36.937 -7.369 -28.331
H 38.336 -6.959 -29.310
*
```

4.
Entry from the Open Molecules 2025 dataset: a molecular structure, C41H58BI2N9NaOS4Si (ωB97M-V with the def2-TZVPD basis set).

* ⟨S²⟩: 0.768
* HOMO (alpha / beta): -1.3914 / -2.3445 eV
* orbital gap (alpha / beta): 4.900 / 5.852 eV
* M: 1136.9 g/mol

```
! wB97M-V def2-TZVPD RIJCOSX def2/J DEFGRID3
* xyz -2 2
Na 1.667 0.545 -0.667
C 1.138 -1.696 3.720
C -0.128 -0.908 3.753
C -0.765 -0.535 4.891
C -1.996 0.178 4.870
N -2.597 0.477 3.747
N -1.975 0.095 2.642
B -2.309 0.109 1.075
N -2.610 1.570 0.595
N -3.768 1.895 1.201
C -4.270 3.077 1.092
C -3.581 4.087 0.369
C -2.422 3.790 -0.254
C -1.655 4.830 -1.006
C -1.905 2.427 -0.209
S -0.596 2.008 -1.149
C -5.606 3.277 1.806
C -6.591 2.220 1.290
C -5.382 3.062 3.307
C -6.176 4.672 1.566
N -3.438 -0.868 0.738
N -4.339 -1.057 1.778
C -5.206 -2.031 1.661
C -5.307 -2.846 0.526
C -4.461 -2.582 -0.575
C -4.662 -3.368 -1.837
C -3.515 -1.607 -0.448
S -2.391 -1.127 -1.720
C -6.169 -2.231 2.835
C -7.580 -1.825 2.390
C -6.170 -3.703 3.260
C -5.762 -1.378 4.029
C -0.798 -0.515 2.566
S -0.536 -0.703 0.885
C -2.677 0.548 6.186
C -3.972 1.315 5.942
C -1.742 1.435 7.019
C -2.992 -0.741 6.960
H 1.369 -2.089 4.710
H 1.964 -1.072 3.381
H 1.055 -2.523 3.010
H -0.325 -0.805 5.845
H -3.965 5.098 0.333
H -2.110 5.812 -0.864
H -1.626 4.586 -2.069
H -0.615 4.847 -0.675
H -6.174 1.222 1.442
H -6.781 2.350 0.221
H -7.544 2.297 1.825
H -4.908 2.094 3.472
H -6.333 3.100 3.849
H -4.720 3.834 3.713
H -6.337 4.866 0.502
H -5.519 5.451 1.963
H -7.140 4.759 2.073
H -6.051 -3.629 0.456
H -5.716 -3.649 -1.924
H -4.064 -4.281 -1.841
H -4.372 -2.792 -2.715
H -7.918 -2.438 1.552
H -7.594 -0.780 2.073
H -8.289 -1.945 3.216
H -6.541 -4.354 2.467
H -6.812 -3.837 4.136
H -5.160 -4.031 3.517
H -5.722 -0.324 3.755
H -4.766 -1.653 4.380
H -6.481 -1.516 4.844
H -3.777 2.250 5.415
H -4.438 1.543 6.905
H -4.672 0.737 5.340
H -1.498 2.351 6.478
H -0.804 0.933 7.266
H -2.234 1.709 7.956
H -3.641 -1.395 6.372
H -3.506 -0.497 7.894
H -2.085 -1.297 7.210
C 3.522 -2.147 -0.018
C 3.725 -1.040 0.983
C 4.900 -0.927 1.707
C 5.008 0.149 2.596
C 3.973 1.035 2.749
C 2.754 0.856 2.006
N 2.695 -0.194 1.122
N 1.674 1.621 2.126
Si 1.454 2.984 3.079
C -0.321 3.586 2.959
C 2.523 4.451 2.567
C 1.751 2.717 4.934
H 4.406 -2.779 -0.106
H 3.285 -1.731 -1.002
H 2.670 -2.768 0.271
H 5.710 -1.629 1.564
H 5.923 0.288 3.163
H 4.059 1.880 3.421
H -0.510 4.036 1.978
H -0.524 4.347 3.724
H -1.043 2.773 3.094
H 2.493 4.545 1.477
H 3.571 4.310 2.853
H 2.173 5.392 3.006
H 0.923 2.146 5.363
H 1.820 3.669 5.471
H 2.668 2.150 5.127
O 1.565 -0.199 -2.506
N 2.174 0.029 -3.631
C 1.747 -0.643 -4.727
C 2.317 -0.465 -5.959
C 3.374 0.442 -6.072
C 3.808 1.111 -4.954
C 3.226 0.926 -3.677
S 3.753 1.718 -2.258
H 0.934 -1.325 -4.524
H 1.944 -1.030 -6.801
H 3.851 0.613 -7.030
H 4.626 1.815 -5.002
I -0.967 -3.119 -2.075
I 0.692 -5.737 -2.668
*
```

Q: The lowest M belongs to which entry?
A: C41H57N5O4

Q: The highest M belongs to which entry?
A: C41H58BI2N9NaOS4Si

Q: The highest M belongs to which entry?
A: C41H58BI2N9NaOS4Si